Run i
Here is 2 unconnected molecules or ions with the total composition C2H10NO from the Open Molecules 2025 dataset. Energies are from wB97M-V/def2-TZVPD.

Each line ends with the Löwdin charge.
Cartesian coordinates (Å):
N (-0.40625, 0.77346, 2.87845)  0.263
H (0.37989, 0.22108, 3.19499)  0.134
H (-0.35991, 1.78068, 3.00733)  0.137
H (-0.37834, 0.73635, 1.76208)  0.173
H (-1.41625, 0.39855, 3.24048)  0.237
C (0.84932, -0.25891, -1.49789)  -0.232
O (0.37523, -0.32723, -0.11953)  -0.121
C (-0.43206, -0.52162, -2.35500)  -0.065
H (1.29963, 0.62603, -1.66651)  0.059
H (1.66750, -1.12380, -1.54456)  0.161
H (0.94620, -0.77216, 0.42629)  0.019
H (-1.15833, 0.39428, -2.23679)  0.108
H (-0.29630, -0.73237, -3.36552)  0.044
H (-1.07033, -1.19433, -1.72382)  0.081

Output
**Total charge**: +1

***

Run ii
Here is 2 unconnected molecules or ions with the total composition C2H10NO from the Open Molecules 2025 dataset. Energies are from wB97M-V/def2-TZVPD.

Each line ends with the Löwdin charge.
Cartesian coordinates (Å):
C (2.11485, -0.69763, -0.33095)  -0.079
O (1.25301, -0.22451, 0.74727)  -0.155
H (1.57059, -0.69060, 1.52703)  0.100
H (1.60026, -0.55588, -1.27950)  0.082
H (2.99916, -0.07018, -0.40408)  0.087
H (2.41818, -1.70562, -0.12561)  0.086
C (-2.13526, -0.00006, -0.61106)  -0.009
N (-1.18398, 0.85183, 0.15883)  0.143
H (-1.04294, 1.83351, -0.08446)  0.178
H (-1.43073, 0.81637, 1.15203)  0.172
H (-0.26849, 0.39644, 0.11229)  0.085
H (-3.13618, 0.43300, -0.67721)  0.104
H (-2.34374, -0.87653, -0.00955)  0.106
H (-1.76838, -0.16963, -1.61127)  0.102

Output
**Total charge**: +1

***

Which structure is the least stable? The one labeled run i.

***

Run i
Here is 2 unconnected molecules or ions with the total composition C4H10FP from the Open Molecules 2025 dataset. Energies are from wB97M-V/def2-TZVPD.

Each line ends with the Löwdin charge.
Cartesian coordinates (Å):
C (-1.88640, -0.01376, 0.95794)  -0.176
C (0.93934, 1.31078, -1.10185)  -0.117
C (-1.02095, -0.81021, 0.04820)  -0.099
C (0.97059, 0.32277, 0.02172)  -0.680
F (0.94805, 0.94293, 1.23695)  -0.066
P (2.24693, -0.99315, -0.01234)  0.832
H (-1.52586, -0.06522, 1.98362)  0.069
H (-2.90910, -0.40045, 0.93638)  0.070
H (-1.92177, 1.03196, 0.65375)  0.067
H (0.91497, 0.78827, -2.05553)  0.074
H (0.06756, 1.95667, -1.01377)  0.076
H (1.83260, 1.93942, -1.06429)  0.078
H (-1.25334, -0.76137, -1.00377)  0.054
H (-0.69704, -1.77580, 0.39807)  0.040
H (1.61419, -1.73461, -1.00529)  -0.110
H (1.68023, -1.73822, 1.02022)  -0.113

***

Run ii
Here is 2 unconnected molecules or ions with the total composition C4H10FP from the Open Molecules 2025 dataset. Energies are from wB97M-V/def2-TZVPD.

Each line ends with the Löwdin charge.
Cartesian coordinates (Å):
H (-1.91687, 2.06723, -0.27183)  -0.085
P (-2.19536, 0.80544, 0.61215)  0.835
C (-1.34332, -0.34948, -0.35227)  -0.689
F (-0.79777, 0.05096, -1.55028)  -0.048
C (-1.02199, -1.69901, 0.13512)  -0.255
C (0.54060, -1.80709, 0.33571)  -0.056
H (-1.40344, -1.72648, 1.06088)  0.041
H (-1.31281, -2.43988, -0.57979)  0.112
H (0.70502, -2.81196, 0.73981)  0.086
H (0.91736, -0.93061, 0.81870)  0.059
H (0.95359, -1.66706, -0.59688)  0.036
C (1.44560, 2.03648, -0.05330)  -0.061
H (1.53936, 1.55693, 0.81448)  -0.063
H (0.28476, 2.09769, -0.26017)  -0.005
H (1.68132, 3.18970, 0.10977)  0.064
H (1.92396, 1.62715, -0.96210)  0.028

Output
**Structure (SMILES)**: [H]/P=C(\F)CC.C

***

Which structure is the least stable? The one labeled run i.

***

Run i
Here is a molecular structure, C7H15NO from the Open Molecules 2025 dataset. Energies are from wB97M-V/def2-TZVPD.

Each line ends with the Löwdin charge.
Cartesian coordinates (Å):
C (-0.50879, 0.11176, 0.44658)  -0.331
C (-0.08096, 0.42094, -0.85067)  -0.143
C (-2.37360, 0.08565, -0.35828)  -0.135
C (2.31085, -1.36933, 1.05565)  -0.163
C (-2.75401, -1.28722, -0.85475)  -0.158
C (1.84920, 0.02216, 0.72576)  -0.293
N (0.08088, 1.67597, -1.28390)  0.162
C (2.73427, 1.01008, 0.60318)  -0.098
O (-0.68447, 1.10827, 1.38796)  -0.024
H (0.23417, 1.30960, 1.65914)  0.091
H (-0.52353, -0.92222, 0.76157)  0.124
H (-0.03166, -0.37432, -1.58289)  0.152
H (0.13750, 1.89143, -2.26314)  0.121
H (0.08684, 2.41528, -0.59628)  0.119
H (-2.82876, 0.33825, 0.59672)  0.075
H (-2.56656, 0.88397, -1.07109)  0.072
H (3.40382, -1.47216, 1.12324)  0.059
H (1.95140, -2.08374, 0.30445)  0.057
H (1.89579, -1.70346, 2.01332)  0.062
H (3.80838, 0.88354, 0.77963)  0.035
H (2.42743, 2.02328, 0.34894)  0.013
H (-3.83915, -1.43609, -0.86090)  0.069
H (-2.32034, -2.05888, -0.20849)  0.068
H (-2.40870, -1.47277, -1.87575)  0.064

***

Run ii
Here is 2 unconnected molecules or ions with the total composition C7H15NO from the Open Molecules 2025 dataset. Energies are from wB97M-V/def2-TZVPD.

Each line ends with the Löwdin charge.
Cartesian coordinates (Å):
C (1.08779, 3.41028, 0.38401)  -0.092
C (0.34291, 2.12911, 0.77076)  -0.165
C (-0.77499, 1.63063, 0.25183)  -0.118
C (-1.31038, 0.29376, 0.59794)  -0.100
C (-0.55417, -0.52250, 1.32940)  -0.111
C (-0.52806, -2.02151, 1.17812)  -0.173
C (-1.50361, -2.63934, 0.06138)  -0.274
N (-0.86536, -3.18815, -1.12780)  -0.044
H (1.79217, 3.63691, 1.13630)  0.037
H (0.32556, 4.21965, 0.65079)  0.097
H (1.50168, 3.31940, -0.60982)  0.062
H (0.92631, 1.54749, 1.50441)  0.095
H (-1.36100, 2.12034, -0.49258)  0.093
H (-2.23351, -0.04212, 0.08444)  0.099
H (0.27509, -0.26646, 1.90452)  0.072
H (-0.83995, -2.56599, 2.05279)  0.085
H (0.45647, -2.38538, 1.01697)  0.089
H (-2.31490, -1.94892, -0.31456)  0.101
H (-1.95956, -3.49881, 0.61247)  0.104
H (-0.37357, -2.52183, -1.78084)  0.088
H (-0.08767, -3.78377, -0.87834)  0.048
O (2.44721, 1.08990, -2.59978)  -0.074
H (2.21943, 1.06302, -3.52338)  0.023
H (3.33212, 0.92430, -2.20904)  0.056

Output
**Structure (SMILES)**: C/C=C/C=C/CCN.O

***

Which structure is the least stable? The one labeled run i.

***

Run i
Here is 2 unconnected molecules or ions with the total composition C5H7BrO from the Open Molecules 2025 dataset. Energies are from wB97M-V/def2-TZVPD.

Each line ends with the Löwdin charge.
Cartesian coordinates (Å):
C (-0.60633, 1.52945, 0.41551)  -0.373
C (-0.10179, 1.54990, -1.06598)  -0.081
C (0.16185, 0.02757, -0.92668)  -0.170
C (-0.27418, -0.03522, 0.48118)  -0.155
C (-0.20667, -0.91419, 1.60815)  -0.040
O (-1.04458, 2.34867, 1.16373)  0.125
Br (-3.21223, -0.34530, -0.49742)  -0.065
H (-0.79402, 1.87971, -1.90750)  0.138
H (0.71060, 2.24565, -1.15981)  0.100
H (-0.68597, -0.44538, -1.51296)  0.088
H (1.01281, -0.48858, -1.20862)  0.098
H (-0.85669, -0.57318, 2.38550)  0.094
H (0.75808, -0.77539, 2.13851)  0.124
H (-0.29977, -1.93179, 1.18063)  0.116

***

Run ii
Here is a single C5H7BrO molecule from the Open Molecules 2025 dataset. Energies are from wB97M-V/def2-TZVPD.

Each line ends with the Löwdin charge.
Cartesian coordinates (Å):
C (-0.56620, -1.89339, -0.12453)  -0.003
C (-0.67584, -0.53794, 0.58237)  -0.489
O (-0.94510, -0.41179, 1.75859)  0.011
C (-0.06580, 0.55037, -0.13167)  -0.190
C (0.66278, 1.57209, 0.83623)  -0.068
C (-0.64122, 1.93086, 0.19069)  -0.635
Br (-2.26264, 2.06738, 1.15498)  0.775
H (-0.92092, -2.74419, 0.65156)  0.140
H (0.45519, -2.21056, -0.32964)  0.080
H (-1.07847, -1.85858, -1.01052)  0.039
H (0.53323, 0.41265, -1.02866)  0.142
H (0.68091, 1.28564, 1.79047)  0.052
H (1.59213, 2.14055, 0.66948)  0.121
H (-0.74879, 2.63557, -0.51241)  0.024

Output
**Structure (SMILES)**: CC(=O)[C@@H]1C[C@@H]1Br

***

Which structure is the least stable? The one labeled run i.

***

Run i
Here is 2 unconnected molecules or ions with the total composition C4H6NO2P from the Open Molecules 2025 dataset. Energies are from wB97M-V/def2-TZVPD.

Each line ends with the Löwdin charge.
Cartesian coordinates (Å):
C (-0.81938, 0.41446, -1.87007)  -0.370
P (0.31176, 1.49480, -1.30109)  0.848
C (0.90682, 0.71271, 0.21790)  -0.441
C (1.10388, -0.59268, 0.38906)  -0.295
O (1.62267, -1.07982, 1.54535)  0.010
H (-1.32924, 0.63532, -2.79316)  -0.030
H (-1.10581, -0.49188, -1.36595)  -0.014
H (1.26959, 1.37771, 0.98989)  0.056
H (0.84766, -1.31665, -0.37498)  0.109
H (1.68423, -2.03898, 1.52271)  0.102
N (-1.44093, 0.93377, 1.33662)  0.186
C (-2.08361, 0.01805, 1.74706)  -0.408
O (-2.66317, -0.96154, 1.95059)  0.157
H (-1.13245, 1.80087, 1.70680)  0.090

Output
**Structure (SMILES)**: C=P/C=C/O.N=C=O

***

Run ii
Here is 2 unconnected molecules or ions with the total composition C4H6NO2P from the Open Molecules 2025 dataset. Energies are from wB97M-V/def2-TZVPD.

Each line ends with the Löwdin charge.
Cartesian coordinates (Å):
C (1.04309, 0.71996, -0.73982)  -0.119
C (1.96178, 0.94125, 0.18954)  -0.102
O (2.38508, -0.25698, 0.73969)  -0.049
C (1.73439, -1.25573, -0.01901)  -0.202
O (0.80225, -0.63154, -0.87370)  -0.112
H (0.47886, 1.36632, -1.37753)  0.117
H (2.39533, 1.83877, 0.57253)  0.115
H (1.22006, -1.96918, 0.64164)  0.126
H (2.48534, -1.80500, -0.62187)  0.136
N (-3.04796, 1.47109, -0.01322)  0.093
C (-2.74356, 0.31479, 0.15819)  -0.682
P (-2.25730, -1.25447, 0.08435)  0.769
H (-2.96715, 2.20976, 0.67192)  0.073
H (-3.49020, -1.68905, 0.58729)  -0.163

Output
**Structure (SMILES)**: C1=COCO1.N=C=P

***

Which structure is the least stable? The one labeled run ii.